The following is a DFT calculation (ωB97M-V with the def2-TZVPD basis set) of C12H14BN9Pd as an isolated structure in a non-equilibrium geometry.

Highest occupied orbital energy (alpha / beta) in Eh: -0.585 / -0.583
Kohn-Sham gap (alpha / beta) in eV: 6.75 / 4.62
Electronic energy in Eh: -1110.46285

ORCA input file:
```
! wB97M-V def2-TZVPD RIJCOSX def2/J DEFGRID3
* xyz 2 3
C -0.053 2.984 0.652
N 0.126 1.751 0.169
N 0.259 1.815 -1.193
C 0.146 3.112 -1.568
C -0.055 3.885 -0.411
B 0.447 0.505 -2.033
N 1.565 -0.391 -1.424
N 1.615 -0.676 -0.074
C 2.692 -1.473 0.121
C 3.328 -1.709 -1.100
C 2.579 -1.020 -2.052
Pd -0.002 -0.081 1.127
N -0.882 -0.318 -2.024
N -1.442 -0.831 -0.879
C -2.578 -1.444 -1.250
C -2.753 -1.347 -2.643
C -1.644 -0.635 -3.099
H -3.285 -1.937 -0.576
H -1.346 -0.335 -4.084
H -3.570 -1.714 -3.232
H 0.746 0.801 -3.150
H 2.710 -0.935 -3.114
H 0.221 3.391 -2.586
H 4.209 -2.299 -1.275
H -0.199 4.933 -0.331
H 2.975 -1.897 1.080
H -0.243 3.180 1.702
H -0.606 -1.742 1.273
C -0.014 -1.941 2.247
H 0.655 -2.773 2.018
H 0.597 -1.113 2.662
H -0.795 -2.217 2.965
N -1.522 0.830 2.227
C -1.503 0.798 3.418
N -1.625 0.839 4.690
C -0.760 0.258 5.501
N 0.006 -0.251 6.245
*
```

From a Mulliken analysis of the wavefunction, the atomic charges in e read:
1. C -0.2478
2. N 0.1295
3. N 0.0869
4. C -0.0171
5. C -1.0953
6. B 0.0505
7. N 0.1204
8. N 0.0493
9. C -0.3725
10. C -1.0422
11. C -0.0017
12. Pd 0.0275
13. N 0.2144
14. N 0.0591
15. C -0.2766
16. C -0.8846
17. C -0.0033
18. H 0.4527
19. H 0.4564
20. H 0.4185
21. H -0.0222
22. H 0.4818
23. H 0.5100
24. H 0.4243
25. H 0.4375
26. H 0.5084
27. H 0.4130
28. H 0.3548
29. C -0.5957
30. H 0.3968
31. H 0.1757
32. H 0.4049
33. N -0.3557
34. C 0.7201
35. N -0.3369
36. C 0.5646
37. N -0.2053

---

The following is a DFT calculation (ωB97M-V with the def2-TZVPD basis set) of a 2-piece molecular cluster, C4H12NO3 overall in a non-equilibrium geometry.

Highest occupied orbital energy in Eh: -0.125
Kohn-Sham gap in eV: 7.06
Electronic energy in Eh: -440.06479

ORCA input file:
```
! wB97M-V def2-TZVPD RIJCOSX def2/J DEFGRID3
* xyz -1 1
C 2.232 -0.231 1.183
O 3.101 -1.351 0.883
C 0.794 -0.459 0.642
C 0.525 0.643 -0.407
C -0.902 0.399 -1.029
O -1.797 -0.259 -0.235
N -0.112 -0.405 1.799
H 2.339 -0.139 2.261
H 2.605 0.606 0.577
H 3.027 -1.666 -0.023
H 0.715 -1.422 0.137
H 0.551 1.551 0.169
H 1.249 0.550 -1.223
H -1.303 1.339 -1.449
H -0.666 -0.186 -1.958
H -0.990 -0.689 1.386
H -0.420 0.583 1.806
H -3.197 0.595 -0.886
H -3.890 -0.150 -2.032
O -3.861 0.691 -1.600
*
```

From a Mulliken analysis of the wavefunction, the atomic charges in e read:
1. C -0.6402
2. O -0.5661
3. C 0.3196
4. C -0.9331
5. C -0.4215
6. O -0.9792
7. N -0.9924
8. H 0.3555
9. H 0.2226
10. H 0.2969
11. H 0.3591
12. H 0.4411
13. H 0.3322
14. H 0.3263
15. H 0.1058
16. H 0.4799
17. H 0.3097
18. H 0.4093
19. H 0.2666
20. O -0.6922

---

- Among the records above, which one has the highest electronic energy?
  C4H12NO3